# C22H46O11S3

A 3-piece molecular cluster, C22H46O11S3 overall at a distorted geometry (the ωB97M-V functional and the def2-TZVPD basis, the Open Molecules 2025 dataset).

XYZ file:
```
82
C22H46O11S3 | the Open Molecules 2025 dataset | the ωB97M-V functional and the def2-TZVPD basis
C 2.01756 -0.76727 2.13455
C 1.63749 -0.65624 0.65041
C 0.31004 0.07467 0.41127
C -0.66141 -0.74735 -0.46533
C -1.50771 0.10877 -1.43417
C -3.02294 0.06666 -1.17416
C -3.27220 0.81707 0.15968
C -4.23014 2.03503 0.10652
C -5.36324 1.95475 1.16168
O -3.55317 0.75560 -2.34611
S -4.99645 0.28005 -2.74258
O -6.02177 0.93298 -1.98993
O -5.11689 0.29736 -4.15498
O -4.84340 -1.18667 -2.15401
C -3.65474 -1.35027 -1.32620
C -2.78208 -2.36355 -2.11622
C -3.56337 -3.47453 -2.78191
O -2.98868 -4.26376 -3.52712
C -4.09160 -2.04203 -0.03337
C -5.51188 -1.69756 0.44251
C -6.58776 -2.55351 -0.25560
C -5.59676 -1.95583 1.97504
H 3.08118 -0.98195 2.21402
H 1.74639 0.12370 2.68820
H 1.50777 -1.62948 2.55819
H 1.62050 -1.66159 0.23998
H 2.41920 -0.12072 0.11735
H -0.19245 0.28519 1.35277
H 0.46901 1.01371 -0.10589
H -0.10048 -1.46041 -1.05936
H -1.34357 -1.32828 0.15080
H -1.21028 1.15174 -1.39467
H -1.34205 -0.19421 -2.46211
H -3.60830 0.15617 0.94895
H -2.30771 1.19318 0.47795
H -3.65221 2.91518 0.36429
H -4.69771 2.15729 -0.85505
H -5.13886 2.56816 2.02737
H -6.28044 2.33605 0.72216
H -5.54958 0.93325 1.47428
H -2.15637 -1.89663 -2.86732
H -2.10908 -2.84152 -1.40989
H -4.63967 -3.60526 -2.59091
H -3.40314 -1.77024 0.76073
H -4.01839 -3.12396 -0.11161
H -5.71076 -0.64216 0.28330
H -6.11819 -3.45695 -0.63542
H -7.40590 -2.78906 0.41076
H -6.96306 -2.01946 -1.12298
H -4.61952 -1.97688 2.44819
H -6.04287 -2.93256 2.14277
H -6.24760 -1.22539 2.44440
C 6.00017 2.50481 -1.80382
C 4.93501 3.11345 -0.91523
O 3.96182 3.88477 -1.65874
S 2.85215 3.07127 -2.44660
C 1.75221 4.41067 -2.74719
O 2.25376 2.13932 -1.53727
O 3.38434 2.61237 -3.68972
H 5.58381 1.73796 -2.45595
H 6.77471 2.04836 -1.18763
H 6.45175 3.26653 -2.43916
H 4.42315 2.35129 -0.32701
H 5.38675 3.81357 -0.21651
H 1.37769 4.77840 -1.79615
H 0.93700 4.02552 -3.35566
H 2.28886 5.18733 -3.28462
C 8.19955 -2.11717 1.75599
C 6.75478 -1.74827 1.48561
O 6.07332 -1.27842 2.66902
S 6.36532 0.20803 3.14999
C 5.02648 0.34218 4.28290
O 6.15518 1.09396 2.04546
O 7.59795 0.24079 3.87048
H 8.79525 -1.23848 1.99897
H 8.63247 -2.59085 0.87488
H 8.26801 -2.80496 2.59830
H 6.67291 -1.00012 0.69572
H 6.19485 -2.62455 1.16585
H 4.09178 0.27913 3.73234
H 5.11741 1.30971 4.77108
H 5.10680 -0.45792 5.01343
```

Computed properties:
total energy = -2887.99510 a.u.
relative energy (zero: lowest compared OMol25 entry of this formula, charge and spin) = 0.0 kJ/mol
SMILES string = CCCCC[C@@]1(CCC)OS(=O)(=O)O[C@]1(CC=O)CC(C)C.CCOS(C)(=O)=O.CCOS(C)(=O)=O

Mulliken population analysis, charges in e, atoms 1 to 6:
1. C -1.217
2. C -0.263
3. C -0.677
4. C -0.672
5. C -2.431
6. C 1.607